This record from the OMol25 dataset describes 3 unconnected molecules or ions with the total composition C4H10N3O in a non-equilibrium geometry. The level of theory is the ωB97M-V functional and the def2-TZVPD basis.

Output
LUMO level   -5.29 eV
Net charge   +1
M   116.14 g mol⁻¹

Last columns: bonded neighbours and bond lengths (Å).
Geometry (Å):
1 C 1.515 0.651 -2.732  C2 1.471, N5 1.299, H9 1.018
2 C 0.907 -0.505 -2.057  C1 1.471, C3 1.368, H10 1.047
3 C 0.926 -0.047 -0.768  C2 1.368, N6 1.281
4 C 2.175 1.584 0.700  N6 1.445, H12 1.092, H13 1.092, H14 1.183
5 N 2.001 1.419 -1.804  C1 1.299, N6 1.420
6 N 1.697 0.941 -0.502  C3 1.281, C4 1.445, N5 1.420
7 N -2.460 -0.325 0.947  H11 1.013, H15 1.019, H17 1.071
8 O 0.011 -1.152 0.611  H16 1.086, H18 0.970
9 H 1.812 0.777 -3.698  C1 1.018
10 H 0.462 -1.391 -2.393  C2 1.047
11 H -2.661 -1.140 1.515  N7 1.013
12 H 1.784 1.041 1.563  C4 1.092
13 H 3.215 1.862 0.515  C4 1.092
14 H 1.710 2.671 0.739  C4 1.183
15 H -3.120 0.236 0.408  N7 1.019
16 H -0.892 -0.573 0.787  O8 1.086
17 H -2.374 0.396 1.735  N7 1.071
18 H -0.473 -1.728 -0.001  O8 0.970

This record from the OMol25 dataset describes a gas-phase ion, C4H10N3O2S (charge +1) in a non-equilibrium geometry. The level of theory is the ωB97M-V functional and the def2-TZVPD basis.

Output
LUMO level (alpha / beta)   -5.62 / -5.29 eV
Net charge   +1
Structure (SMILES)   N/[NH+]=C(/CCC[S-])[N+](=O)O
M   164.21 g mol⁻¹

Last columns: bonded neighbours and bond lengths (Å).
Geometry (Å):
1 C 0.873 1.630 -0.166  C2 1.587, C3 1.563, H11 1.157, H12 1.110
2 C 0.340 0.621 0.936  C1 1.587, C4 1.536, H13 1.106, H14 1.061
3 C -0.300 1.979 -1.139  C1 1.563, S10 1.764, H15 1.153, H16 1.137
4 C -0.252 -0.708 0.443  C2 1.536, N5 1.301, N6 1.407
5 N 0.277 -1.881 0.637  C4 1.301, N7 1.322, H17 1.064
6 N -1.583 -0.589 0.003  C4 1.407, O8 1.259, O9 1.362
7 N 0.111 -3.013 -0.025  N5 1.322, H18 1.039, H19 1.033
8 O -2.343 0.320 0.428  N6 1.259
9 O -2.108 -1.717 -0.553  N6 1.362, H20 0.910
10 S -0.811 0.585 -2.093  C3 1.764
11 H 1.291 2.501 0.472  C1 1.157
12 H 1.752 1.025 -0.472  C1 1.110
13 H 1.094 0.354 1.699  C2 1.106
14 H -0.454 1.130 1.422  C2 1.061
15 H -1.034 2.502 -0.421  C3 1.153
16 H 0.111 2.714 -1.903  C3 1.137
17 H 1.116 -1.834 1.291  N5 1.064
18 H 0.874 -3.717 -0.002  N7 1.039
19 H -0.797 -3.308 -0.421  N7 1.033
20 H -2.945 -1.392 -0.700  O9 0.910

This record from the OMol25 dataset describes 2 unconnected molecules or ions with the total composition C4H10N3O3 in a non-equilibrium geometry. The level of theory is the ωB97M-V functional and the def2-TZVPD basis.

Output
LUMO level   3.76 eV
Net charge   -1
M   148.14 g mol⁻¹

Last columns: bonded neighbours and bond lengths (Å).
Geometry (Å):
1 C -2.143 1.182 0.640  C2 1.511, C4 1.654, O10 1.239
2 C -3.126 0.992 -0.492  C1 1.511, H11 1.139, H12 1.041, H13 1.107
3 C 2.877 -0.819 -1.168  N7 1.438, H14 1.156, H15 1.078, H16 1.123
4 C -0.841 0.164 0.577  C1 1.654, N5 1.335, N6 1.315
5 N 0.063 0.290 1.551  C4 1.335, O8 1.369, H17 1.053
6 N -0.831 -0.961 -0.104  C4 1.315, O9 1.324, H18 1.029
7 N 2.799 0.256 -0.215  C3 1.438, H19 1.063, H20 0.978
8 O 1.115 -0.555 1.780  N5 1.369
9 O -1.665 -1.344 -1.057  N6 1.324
10 O -2.231 1.983 1.581  C1 1.239
11 H -3.179 -0.143 -0.566  C2 1.139
12 H -2.747 1.335 -1.399  C2 1.041
13 H -4.095 1.353 -0.096  C2 1.107
14 H 3.437 -0.730 -2.175  C3 1.156
15 H 3.236 -1.775 -0.822  C3 1.078
16 H 1.796 -1.036 -1.378  C3 1.123
17 H -0.090 1.026 2.288  N5 1.053
18 H -0.144 -1.567 0.367  N6 1.029
19 H 2.076 -0.005 0.518  N7 1.063
20 H 3.692 0.354 0.171  N7 0.978

Asked for ΔE to the lowest compared entry with this formula, charge and spin across the records above, the calculation gives 4.857; 5.719; 1.282 eV in order.